Record 1
71
Properties=species:S:1:pos:R:3 method="wB97M-V/def2-TZVPD" gap_ev="7.5 / 5.2" total_energy_ev=-176446.9636 e_above_lowest_kj_mol=52.02 charge=+2 max_force_ha_per_bohr=0.0406 e_lumo_ev="-6.1 / -8.3" s_squared=8.756 multiplicity=6 homo_ev="-13.551 / -13.539"
Ru -0.125 -0.518 0.129
C -1.606 0.740 3.460
C -2.000 -0.590 2.950
N -1.749 -1.067 1.769
C -2.186 -2.360 1.615
C -2.855 -2.846 2.717
S -2.882 -1.699 3.967
C -1.825 -3.118 0.448
C -1.935 -4.489 0.311
S -1.285 -5.004 -1.162
C -0.916 -3.343 -1.565
N -1.249 -2.506 -0.632
C -0.345 -3.000 -2.879
H -0.810 1.160 2.847
H -1.258 0.653 4.489
H -2.459 1.420 3.463
H -3.318 -3.804 2.837
H -2.343 -5.188 1.015
H -1.141 -2.865 -3.613
H 0.302 -3.802 -3.226
H 0.232 -2.081 -2.801
F 1.402 -0.109 2.586
C 2.317 -1.026 3.015
F 3.510 -0.522 2.751
F 2.160 -1.135 4.319
S 1.930 -2.636 2.075
O 0.582 -2.352 1.600
O 2.050 -3.699 2.991
N 2.951 -2.569 0.875
S 2.262 -2.863 -0.508
O 1.466 -4.043 -0.580
O 1.622 -1.669 -1.049
C 3.746 -3.024 -1.647
F 4.519 -4.040 -1.340
F 4.434 -1.891 -1.564
F 3.308 -3.155 -2.897
Se 1.290 7.339 0.958
N -0.168 6.381 0.886
C 0.141 5.111 0.697
C -0.806 4.039 0.607
C -2.187 4.236 0.701
C -3.022 3.143 0.618
C -2.460 1.877 0.459
N -1.157 1.680 0.373
C -0.317 2.723 0.428
C 1.104 2.469 0.303
N 1.506 1.206 0.094
C 2.792 0.934 -0.020
C 3.783 1.912 0.092
C 3.402 3.220 0.293
C 2.038 3.523 0.393
C 1.546 4.855 0.603
N 2.299 5.931 0.723
H -2.565 5.238 0.832
H -4.093 3.254 0.665
H -3.085 0.996 0.400
H 3.062 -0.099 -0.199
H 4.821 1.629 0.024
H 4.120 4.020 0.385
C -3.113 -0.395 -2.271
C -1.818 0.118 -2.776
N -0.706 0.250 -2.072
C 0.242 0.761 -2.912
C -0.307 0.942 -4.145
N -1.605 0.530 -4.041
H -2.988 -0.708 -1.235
H -3.443 -1.248 -2.862
H -3.888 0.369 -2.334
H 1.245 0.954 -2.590
H 0.114 1.316 -5.056
H -2.283 0.535 -4.789

***

Record 2
17
Properties=species:S:1:pos:R:3 method="wB97M-V/def2-TZVPD" gap_ev=9.6 total_energy_ev=-11482.2165 e_above_lowest_kj_mol=129.62 max_force_ha_per_bohr=0.0665 e_lumo_ev=-0.1 multiplicity=1 smiles="CC1(O)C=CC(=O)C=C1" homo_ev=-9.747
C -0.044 1.870 0.509
C 0.136 0.685 -0.387
O 0.419 1.064 -1.761
C 1.190 -0.233 0.142
C 0.979 -1.476 0.598
C -0.339 -2.182 0.452
O -0.537 -3.285 0.873
C -1.360 -1.399 -0.207
C -1.187 -0.066 -0.521
H -0.584 1.606 1.399
H 0.986 2.313 0.805
H -0.588 2.617 -0.003
H 1.205 1.580 -1.870
H 2.236 0.144 0.150
H 1.800 -1.902 1.148
H -2.325 -1.872 -0.317
H -1.987 0.536 -1.012

***

Record 3
12
Properties=species:S:1:pos:R:3 method="wB97M-V/def2-TZVPD" gap_ev=7.3 total_energy_ev=-17234.9000 e_above_lowest_kj_mol=211.15 charge=-1 max_force_ha_per_bohr=0.0772 e_lumo_ev=2.8 multiplicity=1 homo_ev=-4.501
C 1.313 -1.523 -0.132
C -0.074 0.443 0.561
C 1.064 -0.125 -0.214
N 1.005 -3.573 0.234
N 0.412 -2.409 0.355
N 2.426 -2.157 -0.535
N 2.196 -3.426 -0.291
I 2.816 1.099 -0.135
H 0.202 0.454 1.621
H -0.945 -0.199 0.447
H -0.315 1.461 0.255
H 0.656 0.087 -2.008

***

Record 4
73
Properties=species:S:1:pos:R:3 method="wB97M-V/def2-TZVPD" gap_ev=6.8 total_energy_ev=-42218.2815 charge=-1 max_force_ha_per_bohr=0.0233 e_lumo_ev=1.9 multiplicity=1 homo_ev=-4.904
C -1.059 2.077 4.824
C 0.044 2.960 4.211
O 1.003 2.157 3.544
C 2.349 2.595 3.719
C 2.926 2.195 5.085
O 4.308 2.002 4.959
C 5.062 2.475 6.109
B 4.696 1.801 7.565
C 3.516 2.663 8.387
C 3.749 3.178 9.772
O 3.057 3.939 10.408
F 4.844 2.690 10.403
H -2.017 2.211 4.312
H -1.207 2.306 5.884
H -0.764 1.029 4.740
H 0.519 3.560 4.995
H -0.399 3.666 3.491
H 2.386 3.690 3.604
H 2.951 2.142 2.928
H 2.711 2.979 5.822
H 2.416 1.271 5.406
H 6.105 2.257 5.847
H 4.971 3.580 6.129
H 4.314 0.651 7.361
H 5.724 1.780 8.226
H 2.593 2.075 8.493
H 3.222 3.572 7.840
C 2.263 1.372 0.028
O 2.037 -0.017 0.131
C 1.517 -0.432 1.387
C 0.392 -1.429 1.238
O -0.808 -0.910 0.686
C -0.872 -0.656 -0.699
C -1.068 -1.877 -1.570
O 0.073 -2.715 -1.607
C -0.188 -4.087 -1.436
H 3.216 1.657 0.487
H 2.299 1.623 -1.033
H 1.461 1.946 0.501
H 1.170 0.427 1.966
H 2.318 -0.919 1.957
H 0.115 -1.732 2.251
H 0.724 -2.324 0.705
H -0.022 -0.063 -1.046
H -1.773 -0.048 -0.824
H -1.274 -1.526 -2.591
H -1.946 -2.433 -1.223
H -0.928 -4.261 -0.648
H 0.746 -4.566 -1.144
H -0.544 -4.550 -2.365
C -0.510 -2.981 -6.240
O -1.688 -2.975 -7.017
C -2.764 -3.716 -6.476
C -4.070 -2.956 -6.521
O -4.152 -1.855 -5.637
C -3.471 -0.658 -5.960
C -4.141 0.195 -7.014
O -4.090 -0.392 -8.301
C -5.298 -0.350 -9.024
H 0.072 -3.894 -6.403
H 0.091 -2.125 -6.542
H -0.731 -2.887 -5.172
H -2.554 -4.005 -5.440
H -2.894 -4.636 -7.062
H -4.840 -3.646 -6.165
H -4.325 -2.676 -7.546
H -2.425 -0.840 -6.213
H -3.492 -0.075 -5.036
H -3.615 1.158 -7.040
H -5.179 0.386 -6.717
H -6.157 -0.582 -8.387
H -5.237 -1.102 -9.811
H -5.455 0.630 -9.489

***

Record 5
21
Properties=species:S:1:pos:R:3 method="wB97M-V/def2-TZVPD" gap_ev=8.2 total_energy_ev=-253844.4686 charge=-1 max_force_ha_per_bohr=0.0445 e_lumo_ev=2.2 multiplicity=1 homo_ev=-6.023
O 3.627 -2.114 -0.121
S 3.438 -0.726 -0.349
O 4.029 -0.281 -1.559
Br 4.499 0.335 1.294
N 1.851 -0.461 -0.299
S 1.422 1.079 -0.074
O 2.089 2.015 -0.926
O 1.494 1.520 1.295
C -0.343 1.066 -0.454
C -1.107 0.605 0.797
C -2.385 -0.171 0.531
F -3.432 0.614 0.245
Br -2.829 -1.075 2.239
C -2.259 -1.262 -0.589
F -1.057 -1.727 -0.671
F -2.625 -0.689 -1.725
Br -3.461 -2.805 -0.397
H -0.597 2.077 -0.744
H -0.457 0.421 -1.320
H -0.485 0.074 1.502
H -1.414 1.505 1.325

***

Record 6
39
Properties=species:S:1:pos:R:3 method="wB97M-V/def2-TZVPD" gap_ev=8.5 total_energy_ev=-39320.0910 e_above_lowest_kj_mol=168.23 max_force_ha_per_bohr=0.0251 e_lumo_ev=0.5 multiplicity=1 homo_ev=-8.029
C 2.534 -0.224 -0.928
C 1.430 0.737 -1.293
N 0.818 1.502 -0.476
N 1.091 1.526 0.841
C 0.404 2.345 1.678
O -0.442 3.133 1.345
C 0.843 2.247 3.143
S 1.621 0.683 3.647
C 0.260 -0.357 3.408
N -0.898 0.017 2.985
C -1.641 -1.143 2.951
C -2.956 -1.380 2.581
C -3.406 -2.683 2.664
C -2.582 -3.721 3.098
C -1.267 -3.504 3.469
C -0.818 -2.202 3.386
O 0.410 -1.675 3.675
C 0.994 0.821 -2.688
C 0.229 1.913 -3.104
C -0.199 2.025 -4.408
C 0.123 1.039 -5.338
O -0.273 1.109 -6.635
C 0.872 -0.061 -4.933
C 1.302 -0.166 -3.626
H 2.118 -1.207 -0.705
H 3.091 0.119 -0.057
H 3.234 -0.322 -1.753
H 1.792 0.902 1.244
H -0.030 2.418 3.772
H 1.586 3.021 3.343
H -3.585 -0.572 2.246
H -4.424 -2.908 2.386
H -2.981 -4.723 3.146
H -0.624 -4.301 3.805
H -0.020 2.669 -2.377
H -0.786 2.879 -4.716
H -0.790 1.911 -6.777
H 1.105 -0.825 -5.658
H 1.865 -1.040 -3.340